No. 1
ORCA calculation (ωB97M-V/def2-TZVPD) on a single C33H35BF8O2 molecule.

Element x y z (Å)
C 4.1318 0.2909 -3.0958
C 2.8685 -0.5480 -3.0049
C 3.0471 -1.8093 -3.8556
O 2.6738 -0.9290 -1.6635
B 1.2377 -1.0589 -1.5067
C 0.8397 -2.6559 -1.5316
C -0.3145 -3.0766 -2.1687
C -0.5922 -4.4407 -2.2556
C -1.8462 -4.9139 -2.9419
F -1.5620 -5.7635 -3.9800
F -2.6625 -5.5985 -2.0779
F -2.5785 -3.8820 -3.4553
C 0.2646 -5.3890 -1.7172
C 1.4181 -4.9438 -1.0865
C 2.3510 -5.9616 -0.4863
F 3.4438 -5.3862 0.0967
F 1.7239 -6.7087 0.4784
F 2.8133 -6.8397 -1.4330
C 1.7193 -3.5869 -1.0008
C 0.8833 -0.4409 0.0395
C -0.4836 -0.4070 0.4076
C -1.2892 0.8185 0.5960
C -2.8067 0.4188 0.4741
O 0.5254 -0.3570 -2.5388
C 1.5070 0.2451 -3.3604
C 1.5979 1.7205 -2.9827
C 1.0897 0.1317 -4.8145
H 4.2984 0.6145 -4.1297
H 4.0677 1.1694 -2.4479
H 4.9926 -0.3092 -2.7834
H 3.3724 -1.5473 -4.8703
H 3.8218 -2.4425 -3.4040
H 2.1219 -2.3985 -3.9178
H -1.0049 -2.3636 -2.6102
H 0.0372 -6.4485 -1.7798
H 2.6467 -3.2786 -0.5263
H 1.4413 -1.1628 0.6635
H 1.3592 0.5553 0.0700
H -1.0051 -1.3639 0.4539
H -1.0588 1.3680 -0.3421
H -3.3201 1.1283 -0.1919
H -2.8854 -0.5871 0.0440
H -3.3151 0.4162 1.4468
H 2.2859 2.2487 -3.6544
H 0.6044 2.1754 -3.0814
H 1.9358 1.8502 -1.9446
H 1.8444 0.5965 -5.4603
H 0.9597 -0.9126 -5.1137
H 0.1409 0.6582 -4.9611
C -5.9173 4.9553 2.0296
C -4.6418 4.2090 1.9100
C -4.2094 3.4337 2.9729
F -4.9798 3.4160 4.1078
C -3.0529 2.6637 2.9319
C -2.2210 2.7551 1.8117
C -0.9610 1.8880 1.6241
C -0.1804 1.6373 2.9317
C -0.3488 2.4913 4.0379
C 0.4588 2.3569 5.1563
F 0.1899 3.1297 6.2564
C 1.5292 1.4787 5.2274
C 2.3756 1.4174 6.4438
C 1.7445 0.6791 4.1012
C 0.9057 0.7578 2.9954
C -2.6207 3.5663 0.7398
C -3.8312 4.2469 0.7682
H -6.2078 5.3366 1.0493
H -6.7295 4.3224 2.4041
H -5.8140 5.8005 2.7211
H -2.8133 2.0060 3.7673
H -0.2759 2.5618 1.0704
H -1.1139 3.2607 4.0595
H 3.2111 0.7394 6.2556
H 2.7706 2.4058 6.7069
H 1.8270 1.0393 7.3154
H 2.5941 -0.0065 4.1012
H 1.1153 0.1194 2.1536
H -1.9817 3.6189 -0.1452
H -4.1629 4.8192 -0.0991

* charge: 0
* highest occupied orbital energy: -9.05 eV
* multiplicity: 1
* orbital gap: 7.36 eV

No. 2
ORCA calculation (ωB97M-V/def2-TZVPD) on a molecular structure, C33H35BFeN2O4Te.

Element x y z (Å)
Fe 0.8107 0.0949 -0.4224
C 5.8979 -3.9647 -0.5151
O 4.8374 -4.6972 0.0836
C 3.7658 -3.9858 0.5145
C 2.7986 -4.7308 1.2209
C 1.6793 -4.0871 1.6753
C 1.4601 -2.7132 1.4482
C 0.2076 -2.0736 1.8063
C -0.5835 -2.5529 2.9963
O -0.2567 -1.1223 1.1834
C 2.4492 -1.9537 0.7617
O 2.3501 -0.6738 0.6165
C 3.6027 -2.6377 0.2890
H 6.7316 -4.6543 -0.6070
H 6.1947 -3.1174 0.1047
H 5.6186 -3.5978 -1.5045
H 2.9561 -5.7952 1.3689
H 0.9132 -4.6727 2.1736
H -0.1277 -3.3984 3.5027
H -1.5961 -2.8061 2.6862
H -0.6444 -1.7143 3.6948
H 4.3072 -2.0398 -0.2774
C -8.8647 -2.9315 -2.3946
C -7.4128 -2.5893 -2.1541
C -6.3916 -3.2953 -2.7825
C -5.0506 -2.9919 -2.5610
C -3.9964 -3.8102 -3.2787
C -4.7049 -1.9536 -1.6752
Te -2.5443 -1.4286 -1.3542
N -0.3917 -1.2457 -1.7971
C 0.4922 -1.0299 -2.7501
O 1.6061 -0.5367 -2.4119
C 0.3102 -1.3946 -4.2014
C -0.9377 -1.5736 -4.7915
C -1.0404 -1.9204 -6.1339
C 0.1075 -2.0984 -6.8954
C 1.3562 -1.9125 -6.3135
C 1.4556 -1.5546 -4.9758
C -2.3612 -3.2807 -0.3048
C -3.3221 -3.4491 0.6983
C -3.3497 -4.5803 1.4969
C -2.3788 -5.5567 1.3272
C -1.4191 -5.3974 0.3404
C -1.3907 -4.2823 -0.5055
C -0.3367 -4.2486 -1.5862
C -5.7281 -1.2239 -1.0493
C -5.4709 -0.0814 -0.0796
C -7.0613 -1.5589 -1.2960
H -8.9607 -3.7516 -3.1068
H -9.4097 -2.0712 -2.7896
H -9.3541 -3.2308 -1.4650
H -6.6479 -4.1044 -3.4610
H -4.4540 -4.5125 -3.9786
H -3.3956 -4.3825 -2.5640
H -3.3124 -3.1680 -3.8356
H -1.8255 -1.4299 -4.1980
H -2.0173 -2.0497 -6.5858
H 0.0294 -2.3768 -7.9409
H 2.2535 -2.0433 -6.9069
H 2.4168 -1.3878 -4.5054
H -4.0726 -2.6778 0.8513
H -4.1154 -4.6895 2.2544
H -2.3621 -6.4337 1.9666
H -0.6570 -6.1595 0.2081
H 0.1709 -5.2118 -1.6477
H 0.4049 -3.4804 -1.3769
H -0.7740 -4.0117 -2.5596
H -4.4129 0.0962 0.0789
H -5.9263 -0.2948 0.8922
H -5.9166 0.8456 -0.4505
H -7.8462 -0.9953 -0.7943
B 1.9440 3.9900 -2.2040
C 1.2524 2.8850 -1.3240
N 0.7326 2.0824 -0.6742
H 1.1813 4.9230 -2.3655
H 2.9567 4.3243 -1.6158
H 2.2029 3.4373 -3.2577

* charge: -1
* relative energy (zero: lowest compared OMol25 entry of this formula, charge and spin): 1.162 eV
* highest occupied orbital energy (spin up / spin down): -4.74 / -5.12 eV
* multiplicity: 6
* orbital gap (spin up / spin down): 6.98 / 6.61 eV

No. 3
ORCA calculation (ωB97M-V/def2-TZVPD) on a molecular structure, C33H35BrCl2N2O2PSn.

Element x y z (Å)
Sn 0.8688 -0.0177 0.3417
Br -4.1119 -5.1575 4.1815
C -2.5857 -4.2172 3.5472
C -2.6663 -2.8137 3.2708
C -1.5924 -2.1779 2.6279
C -0.4357 -2.8621 2.3896
C -0.3723 -4.2372 2.6352
C -1.4005 -4.8927 3.2448
N 0.6615 -2.1761 1.9595
C 1.8383 -2.3905 2.5017
C 3.0852 -2.0482 1.8936
C 4.2644 -2.6426 2.3487
C 5.4224 -2.6600 1.6276
C 5.4016 -1.8489 0.4099
C 4.2598 -1.1662 0.0897
N 3.0847 -1.2701 0.7609
H -3.5654 -2.3193 3.5571
H -1.6380 -1.1437 2.2691
H 0.5193 -4.7567 2.3916
H -1.2892 -5.8972 3.5908
H 1.9876 -2.9276 3.4827
H 4.1276 -3.3876 3.1725
H 6.2388 -3.3352 1.8567
H 6.3129 -1.6439 -0.2005
H 4.2843 -0.5207 -0.8122
Cl 5.8255 5.5628 1.5920
C 4.8381 4.2107 1.0770
C 5.0762 3.6595 -0.1646
C 4.3074 2.6341 -0.6340
Cl 5.0150 1.7868 -1.9272
C 3.0748 2.2141 0.0071
O 2.1895 1.4825 -0.5462
C 2.8807 2.8240 1.3533
C 1.9021 2.3260 2.2222
O 1.0594 1.3532 2.0268
C 3.7385 3.8039 1.8176
H 5.9286 3.9540 -0.7612
H 1.8736 2.8219 3.2066
H 3.5610 4.2751 2.8101
C -2.0444 2.4843 -3.2400
C -0.9235 1.8749 -2.4469
C 0.2016 1.3996 -3.3363
C -0.4599 3.0260 -1.5401
P -1.4175 0.4763 -1.3788
C -2.8831 0.9162 -0.3875
C -2.8192 1.1033 0.9830
C -3.9463 1.5611 1.6743
C -5.1441 1.9074 1.0531
C -5.2314 1.7842 -0.3282
C -4.1040 1.2755 -1.0492
C -1.8440 -1.1386 -2.3160
C -2.6759 -0.9266 -3.6012
C -0.5779 -1.9567 -2.6297
C -2.7476 -1.9678 -1.3670
H -1.8852 3.5446 -3.5914
H -2.9998 2.4298 -2.7492
H -2.2193 1.8538 -4.1291
H 0.5952 2.3288 -3.8361
H -0.1424 0.7550 -4.0958
H 1.0060 0.9475 -2.6916
H -0.5115 4.0385 -2.0322
H 0.5622 2.8000 -1.1222
H -1.1796 3.2351 -0.7267
H -1.8755 0.8688 1.5578
H -3.7646 1.7075 2.7494
H -6.0712 2.2700 1.5672
H -6.1332 2.0438 -0.8683
H -4.2046 1.1644 -2.1645
H -2.0747 -0.5704 -4.3877
H -3.5472 -0.2773 -3.4355
H -3.1465 -1.9398 -3.7995
H 0.2440 -1.4045 -3.2026
H -0.9459 -2.7868 -3.2754
H -0.1037 -2.4334 -1.7040
H -3.7497 -1.5958 -1.1990
H -2.2901 -2.1840 -0.3383
H -2.9158 -3.0130 -1.8325

* charge: +1
* relative energy (zero: lowest compared OMol25 entry of this formula, charge and spin): 0.000 eV
* highest occupied orbital energy: -9.62 eV
* multiplicity: 1
* orbital gap: 5.74 eV

No. 4
ORCA calculation (ωB97M-V/def2-TZVPD) on a molecular structure, C33H35F4N3OPTa.

Element x y z (Å)
Ta 0.1484 -0.0898 -0.0925
C 1.4876 0.1378 -3.8547
C 0.2613 0.9435 -3.4760
N -0.6911 0.2800 -2.5349
C -1.8954 1.1561 -2.4677
C -2.8483 0.8421 -1.3336
C -1.0473 -1.0864 -2.9921
C -0.4479 -2.1047 -2.0575
N -0.8408 -1.7529 -0.6840
C -1.8527 -2.4698 -0.0385
C -2.5182 -1.8103 0.9715
F -2.0848 -0.5324 1.1942
C -3.5317 -2.3467 1.7264
F -4.1030 -1.6016 2.6672
C -3.9316 -3.6468 1.4905
C -3.2718 -4.3470 0.4997
F -3.5996 -5.6063 0.2493
C -2.2471 -3.7874 -0.2510
F -1.6327 -4.5635 -1.1501
H 2.2101 0.7987 -4.3336
H 1.2650 -0.6603 -4.5627
H 1.9629 -0.2973 -2.9816
H -0.2858 1.1986 -4.3901
H 0.5568 1.8794 -3.0025
H -2.4167 1.0971 -3.4276
H -1.5381 2.1766 -2.3499
H -3.1366 -0.2084 -1.3003
H -3.7606 1.4239 -1.4622
H -2.4263 1.1271 -0.3657
H -0.6950 -1.2670 -4.0069
H -2.1305 -1.2044 -3.0055
H 0.6438 -2.0847 -2.1374
H -0.7640 -3.1063 -2.3329
H -4.7230 -4.1048 2.0673
C 6.7141 -1.5346 -2.7200
C 5.4823 -1.8960 -3.2454
C 4.3153 -1.4758 -2.6245
C 4.3885 -0.6872 -1.4778
C 5.6248 -0.3235 -0.9461
C 6.7838 -0.7610 -1.5680
P 2.9027 -0.1776 -0.5813
C 3.2836 1.4414 0.1458
C 3.1794 2.5655 -0.6766
C 3.5013 3.8188 -0.1794
C 3.9221 3.9539 1.1404
C 4.0203 2.8391 1.9624
C 3.6959 1.5806 1.4700
C 2.7378 -1.3550 0.7594
C 3.7121 -2.1541 1.3493
C 3.3172 -3.0619 2.3198
C 1.9732 -3.1746 2.6805
C 1.0053 -2.3865 2.0743
C 1.3914 -1.4775 1.0896
H 7.6260 -1.8514 -3.2081
H 5.4259 -2.5067 -4.1365
H 3.3580 -1.7736 -3.0311
H 5.6896 0.2974 -0.0608
H 7.7452 -0.4928 -1.1507
H 2.8655 2.4559 -1.7100
H 3.4402 4.6872 -0.8230
H 4.1877 4.9298 1.5263
H 4.3653 2.9463 2.9828
H 3.7738 0.7075 2.1082
H 4.7535 -2.0775 1.0612
H 4.0572 -3.6919 2.7951
H 1.6794 -3.8924 3.4358
H -0.0335 -2.4959 2.3689
N -0.2552 4.2564 0.0880
C -0.0021 2.9929 0.3619
O 0.0930 2.1453 -0.5676
C 0.2101 2.5613 1.7634
C 0.0584 1.0504 1.8866
H -0.3472 4.5691 -0.8667
H -0.3467 4.9397 0.8228
H -0.4677 3.0972 2.4307
H 1.2245 2.8782 2.0263
H -0.8826 0.8056 2.3759
H 0.8539 0.6423 2.5069

* charge: +2
* relative energy (zero: lowest compared OMol25 entry of this formula, charge and spin): 1.328 eV
* highest occupied orbital energy: -13.95 eV
* multiplicity: 1
* orbital gap: 7.10 eV

No. 5
ORCA calculation (ωB97M-V/def2-TZVPD) on a molecular structure, C33H35F6N3O7P5STeV.

Element x y z (Å)
V 1.0535 1.4076 0.4196
C 0.8396 3.1131 5.1131
C 1.3389 3.1841 3.6799
O 2.2536 4.2777 3.5218
P 2.4032 1.7625 3.2730
O 3.7539 1.9772 4.0609
O 1.8911 0.4415 3.9785
O 2.5854 1.5998 1.7885
P 0.0149 3.3558 2.3835
O -1.3020 3.9105 3.0903
O -0.3318 1.9335 1.9299
O 0.5970 4.2955 1.3954
H 1.6607 2.9170 5.8051
H 0.0862 2.3324 5.2234
H 0.3899 4.0682 5.3798
H 2.0830 4.6477 2.6353
H 4.1923 2.8183 3.8609
H 2.5199 0.0698 4.6126
H -1.2790 4.8678 3.2124
Te -2.1900 0.4624 0.2747
C -3.5122 -0.4977 -1.0333
C -3.9095 0.1238 -2.2051
C -4.9181 -0.4751 -2.9461
N -5.5293 -1.6048 -2.5828
C -5.1414 -2.1722 -1.4396
C -4.1440 -1.6581 -0.6230
C -0.2650 -0.3052 -0.1930
P 0.5626 -0.6791 1.3962
C 1.8016 -1.9883 1.2971
C 1.5370 -3.2977 1.6964
C 2.5296 -4.2624 1.6165
C 3.7925 -3.9263 1.1468
C 4.0708 -2.6161 0.7792
C 3.0846 -1.6453 0.8663
C -0.7482 -1.3074 2.5114
C -1.6122 -2.2862 2.0039
C -2.5814 -2.8614 2.8115
C -2.7214 -2.4491 4.1314
C -1.8860 -1.4646 4.6350
C -0.8982 -0.9031 3.8346
P 0.3830 -1.3581 -1.5933
C -0.8635 -2.6312 -2.0447
C -1.7329 -2.6026 -3.1340
C -2.5302 -3.6995 -3.4324
C -2.4808 -4.8430 -2.6441
C -1.6005 -4.8999 -1.5717
C -0.7856 -3.8094 -1.2950
C 0.5059 -0.3021 -3.0707
C 1.7280 -0.3683 -3.7377
C 1.9505 0.3750 -4.8910
C 0.9507 1.1998 -5.3862
C -0.2705 1.2811 -4.7266
C -0.4851 0.5363 -3.5779
H -3.4626 1.0506 -2.5436
H -5.2551 -0.0206 -3.8715
H -5.6503 -3.0878 -1.1592
H -3.8878 -2.1581 0.3018
H 0.5610 -3.5762 2.0711
H 2.3147 -5.2788 1.9235
H 4.5634 -4.6837 1.0811
H 5.0575 -2.3428 0.4270
H 3.3270 -0.6244 0.6025
H -1.5246 -2.6056 0.9726
H -3.2264 -3.6337 2.4076
H -3.4821 -2.8922 4.7625
H -2.0012 -1.1273 5.6577
H -0.2592 -0.1372 4.2420
H -1.7702 -1.7381 -3.7838
H -3.1950 -3.6610 -4.2872
H -3.1055 -5.6954 -2.8833
H -1.5199 -5.8024 -0.9770
H -0.0499 -3.8819 -0.4992
H 2.5161 -1.0000 -3.3434
H 2.9105 0.3235 -5.3887
H 1.1221 1.7829 -6.2831
H -1.0525 1.9264 -5.1093
H -1.4353 0.6143 -3.0675
F 2.4628 0.8740 -0.9799
P 3.5414 2.1667 -1.4311
F 4.2902 1.1776 -2.3999
F 2.5756 3.0589 -0.3545
F 4.4611 1.7569 -0.2182
F 2.4853 2.5335 -2.5678
F 4.4071 3.4415 -1.7683
N -1.4302 4.9481 -1.9113
C -0.3302 4.2519 -1.6036
N 0.8406 4.8359 -1.7045
S -0.5222 2.6042 -1.1527
H -1.3897 5.9141 -2.1872
H -2.3288 4.5167 -1.7945
H 0.9295 5.8057 -1.9579
H 1.6716 4.3195 -1.4576

* charge: +1
* relative energy (zero: lowest compared OMol25 entry of this formula, charge and spin): 1.702 eV
* highest occupied orbital energy (spin up / spin down): -10.40 / -10.41 eV
* multiplicity: 4
* orbital gap (spin up / spin down): 7.64 / 5.57 eV

No. 6
ORCA calculation (ωB97M-V/def2-TZVPD) on a molecular structure, C33H35IIrN2O4.

Element x y z (Å)
Ir 0.1986 0.8722 0.1069
C 3.4909 0.8031 1.6153
C 2.1347 0.3189 2.0319
C 1.0892 1.2504 2.2607
C -0.0601 0.8508 3.0159
C -1.0873 1.8604 3.4194
C -0.1840 -0.4682 3.3769
C 0.8155 -1.4153 3.0855
C 0.6589 -2.8212 3.5786
C 1.9554 -1.0155 2.4046
H 4.0840 0.9313 2.5244
H 3.4576 1.7717 1.1194
H 4.0199 0.0872 0.9825
H 1.3421 2.3038 2.2143
H -0.8857 2.1958 4.4395
H -2.0887 1.4341 3.4015
H -1.0660 2.7441 2.7831
H -1.0596 -0.7852 3.9322
H 0.7824 -2.8459 4.6633
H 1.3975 -3.4922 3.1428
H -0.3415 -3.2026 3.3701
H 2.7600 -1.7242 2.2388
C -0.1524 -3.8135 0.1535
C 1.1274 -3.2472 -0.3309
N 2.1263 -4.0415 -0.6386
C 3.2476 -3.5069 -1.1203
C 3.4629 -2.1308 -1.3668
C 4.7743 -1.6934 -1.9806
O 5.3796 -0.6678 -1.2024
C 2.4615 -1.2394 -1.0261
C 2.6637 0.1791 -1.3075
N 1.9670 1.1794 -0.8987
C 2.4742 2.5060 -1.1829
C 3.7682 2.7170 -1.6716
C 4.2374 3.9928 -1.9213
C 3.4460 5.1026 -1.6689
C 2.1801 4.9250 -1.1415
C 1.7135 3.6418 -0.9004
I -0.1850 3.4879 -0.0518
C 1.2635 -1.7949 -0.4521
O 0.2725 -1.1109 -0.0779
H -0.0849 -4.8969 0.1676
H -0.9728 -3.4977 -0.4960
H -0.3835 -3.4388 1.1529
H 4.0396 -4.2154 -1.3401
H 4.5906 -1.3069 -2.9879
H 5.4300 -2.5564 -2.0913
H 6.2098 -0.9819 -0.8304
H 3.5294 0.3800 -1.9163
H 4.4592 1.9023 -1.8351
H 5.2414 4.1159 -2.3029
H 3.8174 6.1002 -1.8569
H 1.5625 5.7827 -0.9112
C -7.6156 -0.6776 -1.8487
C -6.1819 -0.3882 -1.5145
C -5.4128 0.4520 -2.3089
C -4.0831 0.7243 -2.0231
C -3.3344 1.6504 -2.9453
C -3.5188 0.1459 -0.8677
C -4.2773 -0.7128 -0.0431
C -3.7341 -1.3928 1.1882
C -5.5923 -0.9659 -0.3965
C -2.1487 0.4510 -0.5002
O -1.7168 0.4641 0.7080
O -1.2161 0.7486 -1.3550
H -7.9290 -0.1610 -2.7532
H -8.2687 -0.3680 -1.0318
H -7.7660 -1.7479 -1.9942
H -5.8631 0.9081 -3.1820
H -4.0202 2.0764 -3.6744
H -2.5456 1.1275 -3.4839
H -2.8700 2.4752 -2.4023
H -2.7119 -1.7468 1.0547
H -4.3655 -2.2414 1.4434
H -3.7293 -0.7092 2.0387
H -6.1797 -1.6379 0.2185

* charge: +2
* relative energy (zero: lowest compared OMol25 entry of this formula, charge and spin): 0.000 eV
* highest occupied orbital energy (spin up / spin down): -13.50 / -13.50 eV
* multiplicity: 2
* orbital gap (spin up / spin down): 6.70 / 4.58 eV

Values for DFT total energy, a.u., ordered as above
-2252.80530, -3245.60062, -5588.26525, -2315.32037, -5885.94560, -2090.48645